A 11-piece molecular cluster, C21H60B5F20N6O6 overall. Source: OMol25; level of theory: ωB97M-V with the def2-TZVPD basis set.

```
118
Properties=species:S:1:pos:R:3:forces:R:3:mulliken_charge:R:1
C -4.8118 2.1287 0.1509 -0.2 0.7 -0.5 -0.56
C -4.3856 3.2858 -0.8606 2.1 -1.3 -0.7 0.56
O -3.9788 3.0684 -1.9865 -1.5 0.8 3.0 -0.45
N -4.2189 4.7394 -0.2946 -1.8 -0.4 -3.0 -0.10
H -5.0307 4.9289 0.2756 0.0 0.2 0.6 0.43
H -3.3596 4.8104 0.2313 0.9 -0.1 0.6 0.30
C -4.1639 5.8516 -1.4679 0.3 -2.1 2.0 -0.80
H -5.6214 1.5617 -0.3085 0.1 0.1 -0.3 0.44
H -5.1408 2.3431 1.1677 -0.1 1.0 -0.2 0.38
H -3.9993 1.4258 0.3347 0.5 0.2 -0.7 -0.18
H -3.9438 6.7470 -0.8866 -0.3 0.2 -0.5 0.36
H -5.1401 5.7363 -1.9388 0.3 0.6 -0.2 0.37
H -3.3211 5.5335 -2.0815 -0.3 0.2 -0.1 0.34
C 5.6335 2.0503 -2.1099 -1.0 0.0 -0.4 -0.71
C 5.7866 0.5777 -2.0627 0.2 -1.0 1.7 0.55
O 6.0394 -0.0853 -1.0978 0.0 0.5 -1.8 -0.31
N 5.3181 -0.1909 -3.3430 1.8 -2.1 0.6 0.16
H 4.3098 -0.1610 -3.3941 -1.2 -0.5 0.3 -0.16
H 5.5436 0.3281 -4.1796 0.6 0.1 -0.5 0.47
C 5.9576 -1.6550 -3.3721 0.8 0.9 -0.5 -0.70
H 4.9840 2.2820 -2.9540 0.1 0.4 -0.1 0.31
H 6.5141 2.6927 -2.1091 0.2 -0.5 0.0 0.37
H 5.0756 2.2454 -1.1940 0.1 0.3 0.2 0.03
H 5.8874 -2.2186 -2.4418 -0.8 0.7 -0.1 0.20
H 7.0288 -1.5344 -3.5336 0.1 0.7 0.3 0.43
H 5.7323 -2.2772 -4.2383 -1.2 0.5 0.1 0.34
C -3.5009 -3.0830 0.9474 -1.0 -0.2 0.9 -1.61
C -2.8718 -1.7709 1.2287 1.3 2.6 -4.0 0.54
O -2.5868 -0.9276 0.3529 -1.0 -2.6 4.3 -0.19
N -2.5776 -1.5776 2.7304 -2.8 1.7 -1.4 0.26
H -2.8799 -2.4617 3.1138 0.0 -0.2 0.8 0.54
H -1.5761 -1.4971 2.8330 1.3 0.5 0.2 -0.07
C -3.4525 -0.3544 3.3025 1.2 -1.1 -0.3 -0.54
H -3.9687 -3.2139 -0.0284 0.8 0.3 -0.2 0.31
H -4.3652 -3.1522 1.6080 -0.2 -0.1 0.4 0.53
H -2.8521 -3.8930 1.2807 0.3 -0.1 -0.4 0.42
H -3.1596 0.5794 2.8225 0.2 -0.4 -0.3 0.16
H -3.2434 -0.2653 4.3685 -0.1 -0.3 -0.1 0.36
H -4.4979 -0.5765 3.0878 0.2 -0.1 0.1 0.34
C -3.8759 -3.6752 -6.4666 -0.4 -0.1 0.8 -1.36
C -2.9903 -4.3282 -5.3978 1.1 1.9 0.5 0.03
C -2.4187 -3.2925 -4.3280 -0.7 -0.7 -1.7 -0.69
O -3.4334 -2.4658 -3.8254 -0.6 -2.6 0.5 -0.44
C -2.8706 -1.6394 -2.8438 0.1 2.4 -0.9 -0.70
N -3.5243 -5.5626 -4.7407 -0.3 0.6 0.5 -0.19
H -3.9714 -6.1430 -5.4359 0.0 -0.6 -0.1 0.36
H -2.7364 -5.9990 -4.2836 0.3 -0.8 -0.1 0.37
H -4.1750 -5.3917 -3.9873 -0.7 0.4 0.1 0.33
H -3.3774 -2.7335 -6.6963 0.2 -0.4 -0.8 0.39
H -4.8589 -3.3096 -6.1696 0.0 -0.3 0.8 0.36
H -4.1001 -4.3552 -7.2884 0.6 0.3 -0.3 0.41
H -2.0957 -4.7370 -5.8675 0.0 0.3 -0.3 0.31
H -1.6709 -2.6993 -4.8543 0.1 0.2 -0.4 0.44
H -1.8163 -3.7950 -3.5713 -0.3 -0.4 0.5 0.42
H -2.5140 -0.8701 -3.5287 1.2 0.7 0.9 0.51
H -2.0827 -2.0558 -2.2163 -0.1 -0.3 -0.1 0.20
H -3.6067 -1.1060 -2.2424 -0.3 -0.7 0.0 0.29
C 1.0436 -1.6641 -1.1991 1.0 -0.2 1.5 -1.48
C 1.9932 -0.6197 -0.5955 0.7 3.3 -1.6 1.64
C 1.3842 0.8179 -0.6818 -0.7 -0.8 1.9 -1.35
O 0.3544 0.7992 0.3942 0.7 0.5 -0.9 0.38
C -0.5651 1.8921 0.4629 0.9 0.0 0.2 -1.25
N 2.5460 -0.8351 0.8495 -2.1 -0.7 -2.8 0.74
H 2.8189 -1.8075 0.8448 0.2 -0.3 0.8 0.26
H 3.3072 -0.2267 1.1150 0.5 0.7 0.0 0.14
H 1.6983 -0.7035 1.3827 0.0 0.0 1.0 -0.20
H 1.6570 -2.4140 -1.6986 -0.3 -0.3 0.2 0.43
H 0.3216 -1.2905 -1.9252 0.4 0.5 0.2 0.33
H 0.5060 -2.0194 -0.3199 -0.3 -0.8 -0.3 0.16
H 2.8937 -0.4498 -1.1857 0.1 -0.7 -0.2 -0.61
H 0.9806 1.0526 -1.6667 -0.3 -0.4 0.0 0.62
H 2.1897 1.5344 -0.5207 -0.2 0.4 0.6 0.40
H -1.1472 1.7949 1.3793 -0.4 -0.6 -0.1 -0.13
H -1.1849 1.9344 -0.4327 -0.2 0.1 0.0 0.60
H -0.0913 2.8565 0.6456 0.5 0.0 -0.5 0.53
C 1.6573 3.2693 4.3229 -0.3 -1.2 -0.3 -1.39
C 0.5033 2.2967 4.4660 1.3 0.2 1.7 0.88
C 0.7706 1.1444 5.5451 0.3 2.6 -1.1 -0.91
O -0.2496 0.2698 5.4210 -1.6 -1.1 -1.3 -0.21
C 0.0548 -1.0216 5.8962 -0.8 0.0 0.9 -0.87
N -0.7691 3.0969 4.7860 0.6 -2.3 0.6 0.11
H -0.6480 3.5540 5.6784 0.1 0.3 0.3 0.44
H -1.0696 3.7596 4.0855 0.1 0.4 -0.8 0.22
H -1.4515 2.3635 4.9150 -0.8 0.1 0.1 0.34
H 1.4035 3.8393 3.4292 0.8 0.3 0.1 0.43
H 2.4587 2.5477 4.1645 0.7 0.7 -0.5 0.24
H 1.9314 3.8691 5.1907 -0.4 0.1 0.0 0.41
H 0.4222 1.7777 3.5109 -0.7 0.2 0.0 -0.40
H 0.8027 1.4896 6.5785 0.4 0.5 0.2 0.35
H 1.7282 0.6990 5.2752 0.2 0.1 0.0 0.49
H 0.0204 -0.9241 6.9813 0.0 -0.7 0.2 0.43
H 1.0315 -1.4098 5.6075 0.0 0.2 -0.3 0.39
H -0.7466 -1.6514 5.5099 0.3 -0.2 0.4 0.13
B 2.2378 -0.3277 -4.5431 -0.6 0.5 -2.2 0.42
F 2.6322 -1.5329 -4.0502 0.5 -2.1 0.3 -0.36
F 3.0799 0.0634 -5.6316 -0.3 -0.4 0.4 -0.36
F 0.8787 -0.2928 -4.8729 0.0 -0.3 -0.2 -0.36
F 2.4528 0.5532 -3.5343 0.7 2.1 2.1 -0.27
B 4.5906 2.3346 1.8986 0.9 0.6 1.6 0.29
F 5.6898 3.1931 2.0542 -0.8 0.6 -0.8 -0.35
F 4.5251 1.6518 3.1028 -1.0 -0.7 1.3 -0.41
F 3.3210 2.8993 1.6159 0.4 0.2 -0.3 -0.41
F 4.8991 1.3724 0.9654 -0.3 -1.1 -2.0 -0.14
B 0.4447 -2.8070 2.6400 1.7 -3.6 -0.4 -0.08
F 1.8351 -2.9360 2.4476 -0.1 0.3 0.3 -0.37
F 0.0244 -3.1264 3.8901 -0.3 -0.2 1.4 -0.27
F 0.0335 -1.5755 2.3313 -0.8 3.6 -0.7 -0.22
F -0.1731 -3.7023 1.7542 -0.7 -0.3 -0.7 -0.43
B 5.1437 -3.3215 0.3651 -0.4 1.6 0.4 0.41
F 6.4483 -3.5117 -0.1102 0.2 -0.9 0.2 -0.06
F 4.3935 -2.8058 -0.6612 -0.4 0.5 -0.2 -0.07
F 4.6058 -4.6169 0.5480 0.7 -0.8 0.2 0.02
F 5.1341 -2.5803 1.5136 -0.1 -0.5 -0.6 -0.27
B -1.9303 4.7136 1.9628 0.3 1.8 0.5 0.47
F -2.7841 5.8141 2.0543 0.2 1.0 -0.1 -0.34
F -1.7778 4.4971 0.5950 0.3 -0.7 -0.7 -0.46
F -0.6959 4.8138 2.6136 0.1 0.4 -0.2 -0.41
F -2.6083 3.7470 2.6297 -1.1 -2.7 0.6 -0.39
```
Forces are in eV/Å.

Values from the calculation:
HOMO (spin up / spin down)   -13.77 / -13.77 eV
HOMO-LUMO gap (spin up / spin down)   8.75 / 2.52 eV
Total charge   +2
2S+1   2

A 7-piece molecular cluster, C21H60N4O9 overall. Source: OMol25; level of theory: ωB97M-V with the def2-TZVPD basis set.

```
94
Properties=species:S:1:pos:R:3:forces:R:3:mulliken_charge:R:1
C 3.6698 -4.5476 -1.2219 -0.6 0.1 1.9 -0.45
O 2.6906 -5.2218 -1.9538 -0.2 -0.5 -1.7 -0.51
H 3.1870 -3.6657 -0.8009 0.4 0.5 0.0 0.20
H 3.9324 -5.1648 -0.3627 0.5 0.0 0.1 0.24
H 4.5866 -4.2603 -1.7367 -0.4 -0.3 -0.6 0.21
H 2.1620 -5.8075 -1.4069 0.3 0.2 0.2 0.31
C 2.9249 0.0976 7.1508 -0.4 -0.3 -0.9 -1.38
C 3.5673 -0.9050 6.1506 -1.5 -0.2 0.7 0.46
C 4.5687 -0.2669 5.1930 0.4 -0.4 -0.3 -0.73
O 3.8809 0.4508 4.1889 -0.7 2.2 -0.3 -0.28
C 4.6368 1.5534 3.5891 -0.4 -1.5 0.1 -0.72
N 4.1013 -2.0445 6.9291 1.2 0.4 -0.4 -0.74
H 2.3787 0.9031 6.6599 0.6 0.5 -0.2 0.33
H 3.6822 0.4203 7.8653 0.0 0.4 -0.1 0.35
H 2.1065 -0.3441 7.7192 0.2 -0.6 0.1 0.38
H 2.8235 -1.2895 5.4528 -0.4 -0.1 0.3 0.24
H 5.0802 -1.0086 4.5794 0.6 -0.6 0.8 0.35
H 5.2668 0.3340 5.7759 0.3 0.3 -0.2 0.35
H 4.8733 2.3241 4.3228 0.4 -0.2 0.1 0.29
H 4.1159 2.0336 2.7608 -0.8 -0.3 0.3 0.25
H 5.4784 1.0925 3.0719 0.7 0.3 0.4 0.30
H 4.7482 -1.6234 7.5804 0.8 0.0 0.0 0.27
H 3.4697 -2.4452 7.6077 -0.9 0.0 -0.5 0.28
C 6.8619 -2.3088 -7.5328 -0.2 0.4 -0.4 -1.42
C 5.9669 -3.4731 -7.1389 1.7 0.3 1.3 0.53
C 5.3504 -4.2141 -8.3232 0.8 1.2 1.2 -0.69
O 4.5412 -3.3465 -9.0970 0.0 -0.4 0.0 -0.34
C 3.3628 -2.8374 -8.4547 0.7 -1.1 -0.7 -0.69
N 6.7979 -4.4169 -6.3241 -0.6 0.1 -1.3 -0.74
H 6.2542 -1.5916 -8.0847 0.2 0.1 -0.3 0.31
H 7.7313 -2.6081 -8.1181 -0.2 -0.3 -0.4 0.35
H 7.3161 -1.7525 -6.7129 -0.4 -0.2 0.5 0.41
H 5.2196 -3.0942 -6.4417 -0.6 0.2 -0.4 0.25
H 4.8858 -5.0643 -7.8238 -0.9 -0.4 -0.7 0.34
H 6.1999 -4.5654 -8.9089 -0.3 0.0 -0.4 0.37
H 2.8563 -3.6952 -8.0123 -0.3 0.2 0.4 0.33
H 2.7577 -2.4700 -9.2835 -0.1 0.3 0.3 0.24
H 3.5858 -2.0722 -7.7111 -0.1 0.1 0.0 0.26
H 7.2863 -3.8810 -5.6210 -0.1 -0.2 0.3 0.25
H 6.1411 -5.0640 -5.9117 0.3 -0.2 0.5 0.25
C -1.3466 0.5298 1.8425 0.4 -0.8 -0.4 -1.45
C -1.6749 0.9517 0.4124 0.5 0.3 0.3 0.55
C -1.6738 -0.1761 -0.6233 0.4 1.4 -1.3 -0.70
O -0.4021 -0.1090 -1.2714 -0.3 -0.8 0.5 -0.30
C -0.3243 -0.9593 -2.3848 0.7 0.2 -0.3 -0.78
N -2.9009 1.6911 0.2929 -2.0 -0.1 0.5 -0.76
H -1.1355 1.3715 2.5023 -0.3 0.0 0.0 0.38
H -0.4682 -0.1154 1.8567 0.3 0.1 -0.1 0.39
H -2.1354 -0.1153 2.2294 -0.3 0.2 0.2 0.33
H -0.9905 1.7410 0.1015 0.9 -0.7 -0.2 0.12
H -2.3803 0.0551 -1.4205 -0.5 0.5 0.0 0.40
H -2.0135 -1.1711 -0.3357 0.7 -0.3 0.8 0.42
H -0.6189 -1.9852 -2.1640 0.1 -0.2 0.1 0.30
H 0.7109 -0.8929 -2.7197 0.1 -0.4 0.1 0.26
H -0.8992 -0.6230 -3.2476 -0.5 0.3 0.1 0.31
H -3.6554 1.0357 0.4386 -0.6 -0.4 -0.5 0.24
H -3.0478 2.2232 1.1387 0.4 0.7 0.2 0.27
C -5.6695 1.8809 6.8379 0.1 -0.8 -0.7 -1.26
C -6.2850 2.9169 5.8597 0.4 1.0 1.6 0.35
C -7.4144 3.6587 6.6129 -2.0 -1.4 -0.7 -0.83
O -8.5318 2.7042 6.8352 1.9 0.0 -0.4 -0.32
C -9.3357 2.9547 7.9449 0.3 0.4 0.3 -0.73
N -5.2144 3.9327 5.5829 -0.4 -0.7 0.2 -0.73
H -4.9871 2.3219 7.5645 -0.5 0.4 0.2 0.30
H -5.0212 1.1303 6.3859 0.1 0.2 -0.8 0.32
H -6.4155 1.2370 7.3037 -0.3 0.5 0.3 0.33
H -6.7052 2.4611 4.9632 0.3 0.1 0.0 0.35
H -7.8626 4.4461 6.0069 0.3 0.2 -0.3 0.40
H -7.0764 4.1424 7.5294 0.1 -0.4 0.4 0.41
H -9.9303 3.8380 7.7121 -0.5 0.0 0.5 0.29
H -8.7384 3.1146 8.8426 0.2 0.4 0.2 0.31
H -9.9289 2.0826 8.2198 -0.3 0.0 -0.6 0.26
H -5.1527 4.4247 6.4628 0.6 0.1 0.3 0.28
H -5.4737 4.6811 4.9562 -0.5 -0.2 -0.5 0.27
C 2.2416 7.3963 -1.7311 -0.4 1.0 0.6 -0.35
C 1.3528 6.2243 -1.7276 -0.5 -1.2 0.1 -0.31
O 0.2726 6.4547 -2.6028 -0.4 -0.1 -0.1 -0.52
O 3.1185 7.2183 -0.6288 1.1 -0.1 -0.5 -0.51
H 1.7051 8.3125 -1.4844 -0.6 0.0 -0.3 0.23
H 2.6153 7.5454 -2.7441 0.9 -0.1 0.2 0.31
H 1.0682 6.0025 -0.6991 -0.5 0.3 0.2 0.26
H 1.8509 5.3076 -2.0433 0.6 0.1 -0.1 0.27
H -0.0063 5.5839 -2.8953 -0.3 0.1 -0.1 0.32
H 4.0216 7.3491 -0.9270 0.1 0.0 0.1 0.30
C -4.7334 -4.3075 -5.2141 0.7 0.0 1.8 -0.43
C -5.5339 -3.0306 -5.3862 2.5 1.1 -1.2 -0.39
O -6.8934 -3.1980 -5.4938 -1.7 -0.8 0.6 -0.55
O -5.1300 -5.2512 -6.1460 -0.7 -0.1 -0.6 -0.50
H -4.8189 -4.7252 -4.2109 -0.4 0.0 0.4 0.26
H -3.6571 -4.1743 -5.3232 0.0 0.7 -0.2 0.27
H -5.2030 -2.7068 -6.3730 0.3 0.5 -0.3 0.26
H -5.2809 -2.2247 -4.6973 0.2 -0.3 0.4 0.40
H -7.2894 -2.3366 -5.3434 -0.3 -0.2 -0.1 0.32
H -6.0478 -4.9779 -6.2125 -0.7 -0.9 -0.8 0.36
```
Forces are in eV/Å.

Values from the calculation:
HOMO   -9.20 eV
Relative energy (zero: lowest compared OMol25 entry of this formula, charge and spin)   43.70 kcal per mole
HOMO-LUMO gap   9.57 eV
SMILES   COC[C@H](C)N.COC[C@H](C)N.COC[C@H](C)N.COC[C@H](C)N.OCCO.OCCO.CO
Total charge   0
2S+1   1

M list, top to bottom, in Da: 926.767 512.730
Energy list, top to bottom, in Ha: -3737.964971 -1732.035328